1.
{"formula": "C12H36ClO6S2", "method": "ωB97M-V/def2-TZVPD", "species": ["Cl", "C", "C", "O", "H", "H", "H", "H", "H", "H", "C", "C", "O", "H", "H", "H", "H", "H", "H", "C", "C", "O", "H", "H", "H", "H", "H", "H", "C", "C", "O", "H", "H", "H", "H", "H", "H", "C", "S", "O", "C", "H", "H", "H", "H", "H", "H", "C", "S", "O", "C", "H", "H", "H", "H", "H", "H"], "positions_angstrom": [[-0.1017, -0.5442, -0.1969], [-5.3037, 1.9178, 0.2421], [-3.8617, 1.8198, -0.2449], [-3.0897, 0.7898, 0.3091], [-5.8837, 1.0818, 0.2291], [-5.9677, 2.5818, -0.4029], [-5.3087, 2.5148, 1.1571], [-3.2737, 2.5718, -0.2899], [-3.7837, 1.5098, -1.3239], [-2.2877, 0.5388, -0.0209], [-2.0347, -2.3602, -3.4859], [-1.3487, -1.2342, -4.2159], [-0.1437, -1.0542, -3.5909], [-1.5897, -3.2822, -3.7699], [-3.0997, -2.2912, -3.6679], [-1.8557, -1.9732, -2.3689], [-1.8307, -0.3582, -3.9369], [-1.1607, -1.1952, -5.3789], [0.0523, -0.6772, -2.5799], [0.2753, 3.0188, 3.2611], [0.2723, 1.8208, 2.4651], [-0.1317, 2.1658, 1.0901], [-0.6907, 3.7808, 3.0051], [0.9213, 3.7698, 3.1231], [0.3323, 2.8538, 4.2911], [-0.3407, 1.0008, 2.8561], [1.2463, 1.4388, 2.2991], [-0.3697, 1.3638, 0.6541], [2.4303, -3.7452, -2.1369], [1.2513, -3.0922, -1.6429], [1.3163, -2.6012, -0.2679], [2.2493, -4.1042, -3.1499], [2.6153, -4.5082, -1.3249], [3.2083, -3.0242, -2.2239], [0.5103, -3.8542, -1.6789], [1.1583, -2.2902, -2.3669], [0.8313, -1.8852, -0.3949], [1.9433, 2.2178, -1.2029], [2.0033, 3.1398, 0.2561], [3.4463, 3.2588, 0.5851], [1.5523, 4.6678, -0.5099], [2.8583, 2.6278, -1.8589], [0.9603, 2.3758, -1.6329], [2.2343, 1.2058, -0.8079], [0.6923, 4.7058, -1.1849], [2.3563, 5.2148, -1.0109], [1.1503, 5.1538, 0.4581], [2.7233, -3.5602, 3.1781], [0.9833, -3.2742, 2.6911], [0.1393, -4.2032, 3.6461], [0.7503, -1.5942, 3.2351], [3.3723, -2.8052, 2.8661], [3.0053, -4.4802, 2.7361], [2.8563, -3.5772, 4.3631], [1.2003, -1.2182, 4.1521], [-0.3607, -1.4522, 3.3051], [0.9233, -0.8682, 2.4181]], "orbital_gap_ev": 8.283, "energy_ev": -59499.4378, "homo_energy_ev": -5.53, "charge": -1, "lumo_ev": 2.8}

2.
{"formula": "C12H36CrO7", "method": "ωB97M-V/def2-TZVPD", "species": ["Cr", "C", "C", "O", "H", "H", "H", "H", "H", "O", "H", "C", "C", "O", "H", "H", "H", "H", "H", "H", "C", "C", "O", "H", "H", "H", "H", "H", "H", "C", "C", "O", "H", "H", "H", "H", "H", "H", "C", "C", "O", "H", "H", "H", "H", "H", "H", "C", "C", "O", "H", "H", "H", "H", "H", "H"], "positions_angstrom": [[-1.2627, 0.1393, -3.1605], [0.1648, -0.1609, 0.7364], [-0.3070, 0.8979, -0.2317], [0.1428, 0.7040, -1.5857], [1.2382, -0.1024, 0.9168], [-0.0603, -1.2059, 0.5234], [-0.1899, -0.0237, 1.7579], [0.1011, 1.8298, 0.1596], [-1.3782, 1.0995, -0.2249], [-2.9140, 1.1205, -2.9285], [-3.3285, 1.4806, -2.1204], [3.5827, -1.6578, 0.1731], [3.1988, -2.6237, -0.9760], [2.1116, -2.1009, -1.5527], [2.8078, -1.6842, 0.9392], [3.7689, -0.6832, -0.2782], [4.5314, -1.9574, 0.6186], [2.9605, -3.6278, -0.6252], [4.0301, -2.7421, -1.6709], [1.9267, -1.2097, -1.2474], [3.0631, 3.3668, -1.6432], [3.4558, 1.8896, -1.9608], [2.4914, 1.2860, -2.8050], [2.0827, 3.3964, -1.1676], [2.9170, 4.0455, -2.4835], [3.7289, 3.8562, -0.9324], [3.4182, 1.3207, -1.0318], [4.4337, 1.8078, -2.4352], [1.7403, 1.1076, -2.2343], [-2.5429, -2.3766, 2.4141], [-3.7368, -3.3285, 2.6076], [-3.1247, -4.3882, 3.2023], [-1.7841, -2.4830, 3.1893], [-2.8742, -1.3421, 2.3240], [-2.1218, -2.5784, 1.4291], [-4.2938, -3.6418, 1.7246], [-4.5093, -2.9973, 3.3016], [-3.8447, -5.0174, 3.2886], [-2.9873, -3.7185, -1.7974], [-1.7317, -2.9555, -1.7876], [-2.0926, -1.6285, -1.9562], [-2.9448, -4.8033, -1.7004], [-3.3815, -3.6500, -2.8113], [-3.8181, -3.2960, -1.2322], [-1.2470, -3.4892, -2.6050], [-1.1727, -3.1137, -0.8653], [-2.9415, -1.5600, -1.5132], [0.0315, 4.3659, 2.1467], [0.3240, 5.6702, 2.6876], [1.2510, 6.3560, 1.8837], [-0.4823, 4.4285, 1.1875], [-0.6571, 3.8330, 2.8024], [0.9846, 3.8388, 2.1044], [0.8730, 5.6142, 3.6275], [-0.6075, 6.2136, 2.8465], [0.9761, 6.4795, 0.9723]], "s2": 6.022, "orbital_gap_ev": [7.976, 8.213], "energy_ev": -55777.6198, "homo_energy_ev": [-8.53, -8.90], "spin_multiplicity": 5, "charge": 0, "lumo_ev": [-0.6, -0.7]}

3.
{"formula": "C12H36FNaO16P4", "method": "ωB97M-V/def2-TZVPD", "species": ["Na", "F", "C", "O", "P", "O", "O", "C", "O", "C", "H", "H", "H", "H", "H", "H", "H", "H", "H", "C", "O", "P", "O", "O", "C", "O", "C", "H", "H", "H", "H", "H", "H", "H", "H", "H", "C", "O", "P", "O", "O", "C", "O", "C", "H", "H", "H", "H", "H", "H", "H", "H", "H", "C", "O", "P", "O", "O", "C", "O", "C", "H", "H", "H", "H", "H", "H", "H", "H", "H"], "positions_angstrom": [[0.4408, 1.1345, 0.1293], [2.1324, 2.5306, 0.9145], [0.6628, -4.3463, 2.7014], [0.7947, -3.0146, 2.1752], [-0.0859, -2.4497, 0.9832], [0.5229, -1.2842, 0.3225], [-0.3631, -3.6570, -0.0264], [0.4383, -3.9192, -1.1532], [-1.5182, -2.2126, 1.6277], [-2.5299, -1.5556, 0.8735], [0.6107, -4.2923, 3.7849], [1.4518, -4.9721, 2.2965], [-0.3015, -4.7573, 2.3892], [0.2862, -4.9239, -1.5545], [1.4958, -3.9730, -0.8728], [0.2995, -3.2125, -1.9693], [-3.0591, -0.8623, 1.5250], [-3.2516, -2.2707, 0.4785], [-2.1000, -0.9743, 0.0562], [-1.1363, 0.3758, -3.4184], [-2.3542, 0.4260, -2.6696], [-2.6941, 1.7325, -1.8068], [-1.7971, 1.9632, -0.6707], [-2.6884, 2.9611, -2.8366], [-3.6091, 2.8860, -3.9419], [-4.2387, 1.6029, -1.5024], [-4.8287, 0.4573, -0.9101], [-1.2339, 0.6675, -4.4649], [-0.7779, -0.6537, -3.4133], [-0.3855, 0.9800, -2.9061], [-3.8457, 1.8704, -4.2555], [-3.0514, 3.3483, -4.7602], [-4.4975, 3.4833, -3.7537], [-4.2186, -0.4402, -0.9955], [-5.8593, 0.3725, -1.2400], [-4.9222, 0.5761, 0.1776], [2.3378, 0.4119, -5.1000], [3.0788, -0.3171, -4.1002], [3.1718, 0.2877, -2.6168], [1.8975, 0.7090, -2.0202], [4.0203, -0.8320, -1.8402], [3.5447, -1.3414, -0.5898], [4.1620, 1.4908, -2.8019], [4.3149, 2.3877, -1.6908], [3.0740, 1.0994, -5.5181], [1.4704, 0.9066, -4.6641], [2.0035, -0.3058, -5.8456], [3.1756, -0.5530, 0.0640], [4.4032, -1.9047, -0.2170], [2.7578, -2.0867, -0.7251], [4.7395, 3.3527, -1.9497], [4.9769, 1.9330, -0.9483], [3.3940, 2.5666, -1.1207], [1.5337, -0.5051, 4.2891], [1.2543, 0.8514, 4.5592], [-0.1337, 1.4050, 3.9546], [-0.3207, 1.2034, 2.5238], [-1.1905, 0.7485, 4.9631], [-2.1443, -0.2293, 4.6402], [-0.2433, 2.9364, 4.3176], [0.6526, 3.8978, 3.7979], [2.5176, -0.6976, 3.8639], [0.7854, -0.9330, 3.6203], [1.5013, -1.1228, 5.1938], [-2.0678, -0.5821, 3.6101], [-3.1567, 0.1106, 4.8507], [-1.9931, -1.1307, 5.2399], [0.0834, 4.7345, 3.3889], [1.3182, 3.5846, 2.9862], [1.2933, 4.3274, 4.5718]], "orbital_gap_ev": 7.723, "energy_ev": -90088.0553, "homo_energy_ev": -7.60, "charge": 0, "lumo_ev": 0.1}

4.
{"formula": "C12H36O12", "method": "ωB97M-V/def2-TZVPD", "species": ["C", "C", "O", "O", "H", "H", "H", "H", "H", "H", "C", "C", "O", "O", "H", "H", "H", "H", "H", "H", "C", "C", "O", "O", "H", "H", "H", "H", "H", "H", "C", "C", "O", "O", "H", "H", "H", "H", "H", "H", "C", "C", "O", "O", "H", "H", "H", "H", "H", "H", "C", "C", "O", "O", "H", "H", "H", "H", "H", "H"], "positions_angstrom": [[2.5439, 2.4450, -5.6061], [1.8310, 1.7700, -4.4728], [2.4751, 0.5263, -4.2265], [1.7174, 3.4522, -6.1972], [2.8244, 1.7139, -6.3600], [3.4565, 2.9255, -5.2392], [0.7764, 1.6112, -4.7198], [1.8572, 2.3785, -3.5584], [1.9675, 0.0553, -3.5585], [1.7974, 4.2527, -5.6724], [4.7449, 0.0480, 0.4010], [5.5224, 0.5096, 1.6195], [6.8973, 0.1396, 1.5760], [4.9040, -1.3540, 0.1553], [5.1116, 0.6119, -0.4624], [3.6856, 0.1935, 0.5742], [5.0635, 0.1600, 2.5514], [5.5225, 1.5990, 1.6608], [6.9846, -0.8145, 1.6452], [5.8448, -1.5246, 0.0617], [1.1731, 2.7592, 3.8773], [2.5382, 2.4660, 3.3278], [2.4955, 1.4766, 2.3043], [0.8097, 1.6757, 4.7175], [0.4449, 2.8858, 3.0609], [1.1453, 3.7407, 4.3758], [3.1610, 2.1223, 4.1593], [2.9528, 3.3582, 2.8637], [2.2118, 0.6565, 2.7237], [-0.0390, 1.8508, 5.1326], [-0.9707, 0.5174, 0.1887], [0.2892, -0.2268, -0.1671], [0.2613, -0.6952, -1.5167], [-2.0566, -0.3619, 0.0841], [-1.0490, 1.4099, -0.4500], [-0.8685, 0.9181, 1.2094], [0.3446, -1.0670, 0.5341], [1.1222, 0.4557, -0.0043], [-0.1322, -1.5706, -1.4760], [-2.8900, 0.0921, 0.2617], [-5.1927, -0.7065, 1.1546], [-5.5395, 0.7050, 0.7546], [-4.4139, 1.2672, 0.0834], [-6.3944, -1.3018, 1.6436], [-4.4347, -0.7198, 1.9463], [-4.8168, -1.2378, 0.2758], [-5.8714, 1.3071, 1.6050], [-6.4063, 0.6322, 0.0854], [-4.7117, 2.1168, -0.2515], [-6.3345, -2.2593, 1.5935], [-3.3175, -5.0352, -0.8127], [-3.1525, -3.6721, -0.1646], [-3.0755, -2.6823, -1.1687], [-3.2515, -6.0556, 0.1581], [-2.4644, -5.1512, -1.4870], [-4.2031, -5.0695, -1.4551], [-2.2288, -3.7284, 0.4217], [-3.9851, -3.4532, 0.5214], [-2.5587, -1.9380, -0.8347], [-4.1188, -6.1803, 0.5519]], "orbital_gap_ev": 10.222, "energy_ev": -37594.5072, "homo_energy_ev": -9.96, "smiles": "OCCO.OCCO.OCCO.OCCO.OCCO.OCCO", "charge": 0, "lumo_ev": 0.3}

Values for relative energy (zero: lowest compared OMol25 entry of this formula, charge and spin), kJ/mol, ordered as above
199.7 197.2 108.6 68.4